This record from the Open Molecules 2025 dataset describes C5H10N2O as an isolated structure. The level of theory is ωB97M-V with the def2-TZVPD basis set.

The calculation puts the energy relative to the best compared isomer or geometry (same formula, charge and spin) at 426.0 kJ/mol. The calculation puts the HOMO-LUMO gap at 8.491 eV. The lowest unoccupied orbital energy is 0.614 eV. As for the HOMO energy: -7.877 eV.

Structure (ORCA input):
```
! RIJCOSX wB97M-V def2-TZVPD def2/J DEFGRID3
* xyz 0 1
C 0.31131 1.31951 2.31616
C 0.01984 0.01782 0.14948
C 0.29343 -1.35979 0.85311
C 0.10795 0.54210 -1.14064
C 0.02202 -0.22429 -2.44793
H 1.43247 0.91300 2.92443
H -0.39595 0.62141 2.76200
H 0.07011 2.32354 2.73481
H -0.63753 2.04753 0.41147
H -0.59920 -1.79596 1.51481
H 1.03625 -1.24613 1.74555
H 0.49343 -2.05780 0.09694
H 0.31530 1.74678 -1.20297
H -1.68085 -1.11275 -2.09524
H -0.82901 -1.60581 -3.62388
N 0.01722 1.15276 0.96928
N -0.73675 -1.34305 -2.53322
O 0.75997 0.06114 -3.43415
*
```


This record from the Open Molecules 2025 dataset describes C5H10N2O as an isolated structure. The level of theory is ωB97M-V with the def2-TZVPD basis set.

The calculation puts the energy relative to the best compared isomer or geometry (same formula, charge and spin) at 350.8 kJ/mol. The calculation puts the HOMO-LUMO gap at 8.424 eV. The lowest unoccupied orbital energy is 0.824 eV. As for the HOMO energy: -7.600 eV.

Structure (ORCA input):
```
! RIJCOSX wB97M-V def2-TZVPD def2/J DEFGRID3
* xyz 0 1
C 0.07565 -1.33224 0.27417
C -1.18451 0.56624 0.96091
C -0.59922 -1.79048 -0.99912
N -0.77259 -0.74132 1.21709
C 1.11595 0.16223 -0.20796
C 0.48093 1.22297 0.09504
N 0.53511 2.60125 -0.06615
O 2.29604 -0.28498 -0.71416
H 2.91207 0.45881 -0.72222
H -0.42495 -0.85234 2.16037
H 0.74043 -2.07328 0.71281
H -0.29278 3.07042 0.27456
H 0.73933 2.90320 -1.01472
H -1.42435 1.15072 1.84212
H -1.91186 0.64486 0.15663
H -1.40126 -2.50349 -0.78827
H 0.14007 -2.26224 -1.64949
H -1.02405 -0.94030 -1.53161
*
```


This record from the Open Molecules 2025 dataset describes C5H10N2O as an isolated structure. The level of theory is ωB97M-V with the def2-TZVPD basis set.

The calculation puts the energy relative to the best compared isomer or geometry (same formula, charge and spin) at 1244.4 kJ/mol. The calculation puts the HOMO-LUMO gap at 8.438 eV. The lowest unoccupied orbital energy is 0.002 eV. As for the HOMO energy: -8.436 eV.

Structure (ORCA input):
```
! RIJCOSX wB97M-V def2-TZVPD def2/J DEFGRID3
* xyz 0 1
C -2.06455 -0.55578 0.48290
C 0.30320 -1.59866 -0.22383
C 0.12394 0.82609 -0.36556
C -0.26242 2.22429 -0.04102
C 2.37035 -0.32751 -0.34668
H -2.00513 0.35705 0.99785
H -3.02274 -0.51990 -0.17955
H -1.93441 -1.43839 1.27112
H 0.71713 -1.70776 0.79220
H 1.04097 -1.64273 -1.09387
H -0.33414 -2.66029 -0.40286
H 0.69011 3.37083 0.34555
H -1.09227 2.54636 -0.87805
H -1.10502 2.02043 1.08875
H 2.83757 -1.15432 -1.62368
N -0.62944 -0.43097 -0.23089
N 1.47535 0.62105 -0.77671
O 2.89147 0.07022 1.18433
*
```


This record from the Open Molecules 2025 dataset describes a 2-piece molecular cluster, C5H10N2O overall. The level of theory is ωB97M-V with the def2-TZVPD basis set.

The calculation puts the energy relative to the best compared isomer or geometry (same formula, charge and spin) at 272.8 kJ/mol. The calculation puts the HOMO-LUMO gap at 9.616 eV. The structure (SMILES) is CC(C)=O.C=C=NN. The lowest unoccupied orbital energy is 0.861 eV. As for the HOMO energy: -8.755 eV.

Structure (ORCA input):
```
! RIJCOSX wB97M-V def2-TZVPD def2/J DEFGRID3
* xyz 0 1
C 1.23227 0.80892 -0.85482
C 1.34412 -0.44689 -0.04269
C 2.01558 -0.28399 1.29408
O 0.89962 -1.50748 -0.41981
H 1.16189 0.57534 -1.91415
H 2.05964 1.48586 -0.66620
H 0.29922 1.30102 -0.55897
H 1.90227 -1.18540 1.89058
H 1.59261 0.56773 1.82139
H 3.07588 -0.09220 1.13807
C -1.92859 1.53388 0.32668
C -2.15357 0.30345 -0.03557
N -2.53828 -0.81951 -0.29267
N -1.94904 -1.82427 -0.98432
H -1.56668 1.77265 1.31279
H -2.16219 2.35976 -0.32383
H -2.35640 -2.71091 -0.71437
H -0.92835 -1.83797 -0.97622
*
```


This record from the Open Molecules 2025 dataset describes C5H10N2O as an isolated structure. The level of theory is ωB97M-V with the def2-TZVPD basis set.

The calculation puts the energy relative to the best compared isomer or geometry (same formula, charge and spin) at 505.8 kJ/mol. The calculation puts the HOMO-LUMO gap at 8.843 eV. The lowest unoccupied orbital energy is 0.279 eV. As for the HOMO energy: -8.564 eV.

Structure (ORCA input):
```
! RIJCOSX wB97M-V def2-TZVPD def2/J DEFGRID3
* xyz 0 1
C -0.66586 -0.36412 0.13911
C 0.87565 0.86252 -0.95170
C -0.68870 -1.56616 -0.76926
C 1.82015 1.38776 0.08272
N -0.22987 -0.58334 1.43141
O -0.76162 0.90803 -0.23964
C -2.66700 0.22809 0.45865
N -3.37072 -0.07371 1.33742
H -0.51550 0.16119 2.05965
H 0.26889 -1.44232 1.61055
H 0.62113 1.58119 -1.72634
H 1.22370 -0.03461 -1.46108
H -0.75670 -1.27372 -1.81704
H -1.58144 -2.15288 -0.52442
H 0.18411 -2.20717 -0.63171
H 1.37385 2.19500 0.66338
H 2.15462 0.58967 0.74906
H 2.71532 1.78459 -0.41074
*
```


This record from the Open Molecules 2025 dataset describes C5H10N2O as an isolated structure. The level of theory is ωB97M-V with the def2-TZVPD basis set.

The calculation puts the energy relative to the best compared isomer or geometry (same formula, charge and spin) at 523.0 kJ/mol. The calculation puts the HOMO-LUMO gap at 8.482 eV. The lowest unoccupied orbital energy is 0.766 eV. As for the HOMO energy: -7.716 eV.

Structure (ORCA input):
```
! RIJCOSX wB97M-V def2-TZVPD def2/J DEFGRID3
* xyz 0 1
C -0.14682 1.47573 0.43439
C 0.54465 1.83068 -0.83533
C -0.51630 -1.37748 -1.10597
C -0.80014 -1.08743 0.33198
C 0.02186 0.38479 1.25688
O 1.91642 -0.56328 0.31577
N 0.80691 -0.76346 1.17072
N -1.81510 -1.53802 0.91255
H 2.54298 -1.24227 0.59601
H -0.86924 2.19731 0.79778
H -1.99417 -1.20275 1.85860
H -0.49129 0.40957 2.21333
H -0.17883 1.91119 -1.65681
H 1.30715 1.11255 -1.11880
H 0.99680 2.82369 -0.74536
H -0.83404 -0.54756 -1.74209
H -1.03209 -2.29422 -1.38198
H 0.54125 -1.52903 -1.30168
*
```


Which formula does entry 6 have?
C5H10N2O